Molecular formula: C3H8N
Method: DFT, ωB97M-V/def2-TZVPD

The geometry in XYZ format:
```
12
Properties=species:S:1:pos:R:3:forces:R:3:mulliken_charge:R:1
N 0.01783 -0.08261 -0.14741 3.211 -0.970 -10.515 0.160
C 0.44654 -0.11079 -1.61027 -4.585 -0.553 6.664 -0.129
C 0.98490 -0.15447 0.86548 2.320 0.088 2.378 -0.880
C -1.31344 0.16061 0.24059 -0.025 3.963 2.747 -0.796
H -1.63331 1.18241 -0.16879 0.273 -1.532 0.549 0.341
H 0.54089 -0.79799 1.68610 0.826 0.211 -1.025 0.362
H -0.35618 -0.35317 -2.37840 0.999 0.790 1.249 0.283
H 1.00477 0.85032 1.37906 0.473 -0.781 -0.568 0.396
H -1.13255 0.30350 1.37181 -1.271 -0.107 -1.612 0.322
H 2.04966 -0.51954 0.53545 -2.313 0.789 0.589 0.298
H -2.06690 -0.54084 0.09712 -0.906 -1.653 -0.617 0.346
H 1.45779 0.06256 -1.87072 0.997 -0.246 0.162 0.298
```
Positions in Å, forces in eV/Å.

- electronic energy (Ha) = -173.492632
- charge = +1
- structure (SMILES) = C=[N+](C)C
- E_HOMO (Ha) = -0.585
- HOMO-LUMO gap (eV) = 9.40